One molecule with the formula C4H10O2 in a non-equilibrium geometry. Source: the OMol25 dataset; level of theory: wB97M-V/def2-TZVPD.

total charge	0
energy relative to the best compared isomer or geometry (same formula, charge and spin)	80.4	kcal/mol
F_max	2.19	eV/A
highest occupied orbital energy	-8.83	eV

Each atom is followed by the atoms it is bonded to, with distances in Å.
Cartesian coordinates (Å):
1 C -2.22977 -0.22282 -1.29578  O2 1.449, H7 1.094, H8 1.092, H9 1.105
2 O -0.88469 -0.72429 -1.09611  C1 1.449, C3 1.731, H16 1.202
3 C 0.35436 0.36028 -0.56327  O2 1.731, C4 1.489, H10 1.086, H11 1.099
4 C 0.92152 -0.39770 0.58554  C3 1.489, C5 1.588, O6 1.364, H12 1.115
5 C 1.67584 0.80515 1.29717  C4 1.588, H13 1.083, H14 1.101, H15 1.109
6 O -0.13836 -1.00194 1.19615  C4 1.364
7 H -2.43249 0.61452 -0.62135  C1 1.094
8 H -2.34282 0.10263 -2.33214  C1 1.092
9 H -2.99316 -0.99834 -1.10235  C1 1.105
10 H -0.28450 1.16734 -0.21724  C3 1.086
11 H 1.08988 0.65005 -1.32658  C3 1.099
12 H 1.73793 -1.09625 0.28724  C4 1.115
13 H 2.03616 0.36817 2.22010  C5 1.083
14 H 1.02907 1.65940 1.55183  C5 1.101
15 H 2.54818 1.19610 0.73582  C5 1.109
16 H -0.80614 -1.12447 0.03432  O2 1.202

Mulliken atomic charge list, values in e, 4 entries:
1. C -0.63
2. O -0.42
3. C -0.61
4. C 0.59